Record 1
Entry from the Open Molecules 2025 dataset: one molecule with the formula C7H12NOPS2 in a non-equilibrium geometry (the ωB97M-V functional and the def2-TZVPD basis).

Each line ends with the Mulliken charge.
Geometry (Å):
C  1.980  -0.542  1.374  -1.16
C  0.563  -1.074  1.463  -0.75
C  -0.070  -1.446  0.073  1.61
C  -1.343  -2.220  0.203  -1.75
C  0.962  -2.366  -0.575  -0.22
N  1.648  -3.143  -1.039  -0.50
C  -0.134  -0.164  -0.819  -1.13
S  -1.502  0.915  -0.057  -0.16
P  -0.859  2.796  -0.758  0.74
O  -0.758  2.357  -2.326  -0.53
C  -1.244  4.593  -0.641  -0.43
S  -2.374  5.176  0.357  -0.17
H  2.603  -1.386  0.929  0.30
H  2.525  -0.458  2.297  0.40
H  2.095  0.320  0.682  0.25
H  0.778  -1.984  2.059  0.34
H  -0.031  -0.403  1.995  0.50
H  -2.192  -1.510  0.318  0.35
H  -1.174  -2.850  0.991  0.51
H  -1.513  -2.822  -0.713  0.39
H  0.787  0.339  -0.747  0.52
H  -0.568  -0.272  -1.820  0.49
H  0.582  3.029  -0.331  0.08
H  -0.762  3.117  -2.913  0.34

Summary:
M: 221.287 u
E_LUMO: -0.63 eV
Strongest force on any atom: 3.20 eV Å⁻¹
Energy above the lowest of the compared OMol25 structures with the same formula, charge and spin: 2.739 eV
Total energy: -1541.53333 Eh
SMILES: CC[C@](C)(C#N)CS[P@@H](O)=C=S

***

Record 2
Entry from the Open Molecules 2025 dataset: one molecule with the formula C5H7O6P in a non-equilibrium geometry (the ωB97M-V functional and the def2-TZVPD basis).

Each line ends with the Mulliken charge.
Geometry (Å):
O  0.493  -2.655  1.989  -0.50
C  0.631  -2.190  0.870  0.27
C  0.564  -1.764  -0.349  0.31
O  1.486  -1.950  -1.357  -0.50
C  -0.528  -0.638  -0.589  -0.28
O  -1.748  -1.184  -0.324  -0.57
C  -0.014  0.597  0.242  0.34
C  -0.981  1.789  0.284  -0.83
O  -2.036  1.434  1.059  -0.57
O  1.305  0.896  -0.178  -0.02
P  2.002  2.279  -0.633  0.22
O  3.371  1.938  -0.906  -0.46
H  2.192  -2.540  -1.013  0.34
H  -0.534  -0.505  -1.751  0.39
H  -1.820  -1.270  0.600  0.41
H  0.164  0.175  1.337  0.24
H  -1.284  2.060  -0.759  0.38
H  -0.563  2.628  0.759  0.50
H  -2.699  0.902  0.719  0.34

Summary:
M: 194.079 u
E_LUMO: -0.17 eV
Strongest force on any atom: 4.92 eV Å⁻¹
Energy above the lowest of the compared OMol25 structures with the same formula, charge and spin: 1.833 eV
Total energy: -987.44179 Eh
SMILES: O=C=C(O)[C@@H](O)[C@H](CO)OP=O

***

Record 3
Entry from the Open Molecules 2025 dataset: a 15-piece molecular cluster, C18H11Cl56NOSi overall in a non-equilibrium geometry (the ωB97M-V functional and the def2-TZVPD basis).

Each line ends with the Mulliken charge.
Geometry (Å):
N  -0.988  0.618  0.214  -0.23
C  -1.688  0.874  -1.066  -0.40
Si  -3.443  0.168  -0.914  0.61
C  -4.633  1.503  -0.269  0.03
C  -5.986  0.929  -0.563  -0.14
C  -6.315  -0.453  0.239  -1.02
O  -6.908  1.005  0.375  -0.37
H  -0.594  1.473  0.583  0.06
H  -0.235  -0.041  0.082  0.07
H  -1.188  0.338  -1.878  0.23
H  -1.711  1.933  -1.317  0.27
H  -3.949  -0.303  -2.225  -0.27
H  -3.474  -0.935  0.061  -0.18
H  -4.602  1.636  0.808  -0.03
H  -4.610  2.432  -0.844  0.39
H  -6.336  0.976  -1.593  0.44
H  -6.633  -0.881  -0.768  0.18
H  -7.203  -0.871  0.720  0.48
C  3.071  0.444  1.504  0.07
Cl  4.745  -0.047  1.784  -0.09
Cl  3.024  1.683  0.244  0.05
Cl  2.121  -0.953  0.997  0.03
Cl  2.386  1.102  2.991  -0.01
C  2.567  -5.094  1.602  0.29
Cl  1.758  -5.946  2.920  -0.09
Cl  1.376  -4.543  0.410  -0.06
Cl  3.401  -3.677  2.237  -0.06
Cl  3.721  -6.176  0.819  -0.10
C  -3.215  -2.460  -4.825  0.23
Cl  -2.705  -3.955  -5.611  0.01
Cl  -3.321  -1.165  -6.021  -0.12
Cl  -4.795  -2.697  -4.070  -0.10
Cl  -2.030  -2.022  -3.590  -0.07
C  -2.499  4.042  2.283  0.14
Cl  -1.018  3.141  2.618  -0.02
Cl  -3.875  3.214  3.013  -0.02
Cl  -2.351  5.667  2.968  -0.07
Cl  -2.729  4.166  0.527  -0.07
C  0.370  -6.529  -6.736  0.34
Cl  -1.395  -6.523  -6.842  -0.10
Cl  0.878  -5.497  -5.395  -0.09
Cl  0.936  -8.178  -6.459  -0.10
Cl  1.052  -5.913  -8.240  -0.04
C  5.085  4.123  -2.488  0.33
Cl  5.686  2.629  -3.217  -0.11
Cl  5.079  5.407  -3.697  -0.10
Cl  3.442  3.856  -1.895  -0.06
Cl  6.123  4.583  -1.137  -0.08
C  3.045  4.547  4.912  0.30
Cl  4.525  3.703  5.373  -0.09
Cl  1.643  3.612  5.451  -0.09
Cl  3.011  6.140  5.672  -0.10
Cl  2.996  4.732  3.156  -0.05
C  -7.302  5.086  1.419  0.27
Cl  -7.928  4.044  2.698  -0.06
Cl  -7.333  4.221  -0.122  -0.09
Cl  -8.315  6.530  1.296  -0.11
Cl  -5.637  5.545  1.778  -0.01
C  10.385  3.374  -1.151  0.29
Cl  8.804  3.262  -1.925  -0.01
Cl  10.165  3.777  0.558  -0.12
Cl  11.224  1.826  -1.290  -0.07
Cl  11.341  4.637  -1.932  -0.10
C  -6.551  5.011  6.467  0.33
Cl  -7.703  6.203  5.856  -0.09
Cl  -6.661  4.934  8.229  -0.10
Cl  -6.938  3.423  5.788  -0.09
Cl  -4.919  5.484  6.003  -0.06
C  -2.946  -5.884  0.657  0.04
Cl  -3.982  -6.873  1.694  -0.06
Cl  -2.801  -6.659  -0.925  -0.10
Cl  -3.659  -4.279  0.461  0.05
Cl  -1.336  -5.726  1.374  0.09
C  -2.945  -4.611  5.565  0.28
Cl  -1.661  -5.743  6.012  -0.11
Cl  -4.514  -5.320  5.962  -0.11
Cl  -2.737  -3.103  6.461  -0.10
Cl  -2.864  -4.291  3.835  0.04
C  11.210  -0.970  1.776  0.32
Cl  9.465  -1.142  1.556  -0.07
Cl  11.718  -1.883  3.200  -0.10
Cl  12.045  -1.593  0.348  -0.10
Cl  11.608  0.734  1.989  -0.05
C  3.831  -3.165  -9.307  0.32
Cl  5.088  -1.979  -9.669  -0.11
Cl  2.388  -2.334  -8.718  -0.07
Cl  3.431  -4.069  -10.772  -0.09
Cl  4.411  -4.283  -8.070  -0.07

Summary:
M: 2270.746 u
E_LUMO: -0.12 eV
Strongest force on any atom: 2.63 eV Å⁻¹
Total energy: -26882.33220 Eh

***

Record 4
Entry from the Open Molecules 2025 dataset: a 2-piece molecular cluster, C3H7NO4 overall in a non-equilibrium geometry (the ωB97M-V functional and the def2-TZVPD basis).

Each line ends with the Mulliken charge.
Geometry (Å):
O  -2.234  -1.916  -1.257  -0.50
C  -1.161  -1.361  -0.970  0.11
C  -0.569  -1.323  0.443  -0.55
N  0.451  -0.296  0.575  -0.25
C  0.160  1.042  0.733  0.72
O  0.860  1.942  0.296  -0.65
O  -0.949  1.320  1.478  -0.45
H  -0.557  -0.850  -1.730  0.36
H  -1.393  -1.263  1.172  0.22
H  -0.065  -2.350  0.594  0.32
H  1.310  -0.401  -0.008  0.35
H  -1.211  0.585  2.000  0.32
O  2.627  0.439  -1.139  -0.70
H  2.255  1.247  -0.767  0.38
H  3.497  0.677  -1.549  0.31

Summary:
M: 121.092 u
E_LUMO: 0.46 eV
Strongest force on any atom: 3.30 eV Å⁻¹
Energy above the lowest of the compared OMol25 structures with the same formula, charge and spin: 1.338 eV
Total energy: -474.23709 Eh
SMILES: O=CCNC(=O)O.O

***

Record 5
Entry from the Open Molecules 2025 dataset: C48H44As3MnN3O as an isolated structure in a non-equilibrium geometry (the ωB97M-V functional and the def2-TZVPD basis).

Each line ends with the Mulliken spin population.
Geometry (Å):
Mn  16.731  11.345  12.698  4.79
C  18.957  10.555  15.383  0.00
C  19.858  11.396  14.487  0.02
As  19.293  11.299  12.630  0.10
C  20.311  9.712  12.244  -0.02
C  19.681  8.500  11.944  0.03
C  20.420  7.392  11.586  0.00
C  21.804  7.416  11.511  0.00
C  22.455  8.603  11.801  0.00
C  21.703  9.760  12.149  0.00
C  20.203  12.838  11.789  0.00
C  19.853  13.334  10.519  0.01
C  20.347  14.572  10.030  0.00
C  21.376  15.206  10.735  0.00
C  21.643  14.792  12.036  0.00
C  21.237  13.551  12.453  0.00
As  17.006  10.800  15.185  -0.06
C  16.389  12.125  16.446  0.00
C  15.116  11.965  16.976  0.01
C  14.497  13.021  17.665  0.00
C  15.216  14.167  17.973  0.00
C  16.486  14.350  17.371  0.00
C  17.049  13.328  16.583  0.00
C  16.267  9.200  15.895  -0.03
C  15.487  8.333  15.136  0.03
C  14.699  7.395  15.779  0.00
C  14.820  7.302  17.155  0.00
C  15.716  8.067  17.921  0.00
C  16.428  9.004  17.255  0.00
H  19.255  10.632  16.479  0.00
H  19.055  9.505  15.223  0.00
H  20.915  11.169  14.678  0.00
H  19.742  12.464  14.744  0.00
H  18.613  8.252  12.025  0.01
H  19.827  6.501  11.340  0.00
H  22.293  6.481  11.301  0.00
H  23.531  8.561  11.825  0.00
H  22.173  10.671  12.513  0.00
H  19.072  12.834  9.905  0.00
H  19.971  14.930  9.082  0.00
H  21.785  16.124  10.318  0.00
H  22.430  15.283  12.609  0.00
H  21.519  13.302  13.432  0.00
H  14.652  10.954  16.785  0.00
H  13.489  12.746  17.982  0.00
H  14.769  14.825  18.739  0.00
H  17.035  15.221  17.556  0.00
H  18.029  13.474  16.290  0.00
H  15.350  8.575  14.059  0.02
H  14.138  6.613  15.281  0.00
H  14.226  6.534  17.657  0.00
H  15.825  7.921  18.979  0.00
H  17.114  9.601  17.792  0.00
O  15.115  11.233  11.627  0.11
As  13.796  12.306  11.486  0.01
C  12.373  11.565  12.454  0.01
C  11.035  11.827  11.994  0.00
C  10.042  11.006  12.570  0.00
C  10.302  10.012  13.530  0.00
C  11.652  9.833  13.969  0.00
C  12.648  10.573  13.409  -0.02
C  14.534  13.965  12.126  -0.04
C  16.020  14.064  11.818  0.08
C  17.014  15.210  11.992  0.01
C  15.403  16.546  13.553  0.01
C  14.379  16.085  14.418  0.00
C  13.951  14.617  14.172  0.01
C  13.244  12.518  9.696  0.00
C  12.661  11.463  9.061  0.00
C  12.476  11.489  7.672  0.00
C  12.722  12.636  6.966  0.00
C  13.209  13.758  7.673  0.00
C  13.497  13.721  9.014  0.00
H  10.869  12.587  11.240  0.00
H  9.025  11.136  12.270  0.00
H  9.542  9.452  14.005  0.00
H  11.817  9.150  14.805  0.00
H  13.678  10.178  13.579  0.02
H  16.361  13.412  10.971  0.01
H  17.730  15.399  11.270  0.00
H  15.573  17.589  13.665  0.00
H  14.094  16.648  15.256  0.00
H  13.228  14.041  14.699  0.00
H  12.373  10.532  9.536  0.00
H  11.803  10.657  7.104  0.00
H  12.567  12.663  5.905  0.00
H  13.346  14.710  7.143  0.00
H  13.782  14.659  9.553  0.00
N  12.213  14.981  12.352  0.00
C  13.560  15.005  12.724  0.00
C  14.954  13.525  13.569  0.12
N  16.354  13.517  13.156  -0.31
C  17.266  14.665  13.421  0.07
C  16.710  15.983  13.227  0.00
N  14.040  16.449  12.994  0.00
H  12.040  15.670  11.660  0.00
H  11.516  15.119  13.080  0.00
H  14.740  12.498  13.936  -0.02
H  18.325  14.576  13.716  0.01
H  17.325  16.830  13.356  0.00

Summary:
M: 958.604 u
Expectation value of S²: 8.76
E_LUMO (spin up / spin down): -4.55 / -5.37 eV
Spin multiplicity: 6
Net charge: +2
Strongest force on any atom: 3.56 eV Å⁻¹
Total energy: -9952.53640 Eh

***

Question: What is the formula in the third record?
Answer: C18H11Cl56NOSi

***

Question: The highest strongest force on any atom belongs to which entry?
Answer: C5H7O6P